No. 1
Computed, not measured: a structure of composition C32H51N7S, with ωB97M-V with the def2-TZVPD basis set.

Each line ends with the Mulliken charge.
Atoms and positions in Å:
C 0.238 -3.565 -6.716  -0.368
H -0.030 -2.626 -7.203  0.339
C -1.079 -2.156 4.072  -0.724
H -6.512 -2.319 1.207  0.299
H 1.655 -4.786 -8.846  0.357
H -1.931 1.054 -0.640  0.339
C 7.682 0.628 -0.273  -1.133
H -2.234 7.730 4.224  0.297
H -0.076 6.776 5.032  0.290
H 2.033 -2.356 -2.603  0.305
H -5.612 -2.702 -1.697  0.271
C 1.310 -0.836 3.230  -0.527
H 7.096 -0.287 -0.176  0.318
N 4.345 0.026 1.254  -0.373
C -1.731 0.406 0.211  -0.737
H 6.136 1.760 -1.250  0.234
H 2.205 -0.337 2.891  0.518
C -2.719 0.776 1.306  0.153
H 7.396 2.744 -0.528  0.312
C -2.566 2.220 1.828  -0.432
H -1.911 -0.610 -0.138  0.369
C -6.169 -2.180 -0.918  -0.555
H -4.077 -1.799 0.950  -0.074
C -0.098 -1.775 5.029  0.848
H -4.655 2.660 2.153  0.336
C 0.473 -0.807 0.885  -0.628
H 1.561 -1.581 -4.916  -0.657
H -1.699 2.714 1.399  0.371
N -5.414 0.312 -0.837  -0.401
C -1.014 6.287 5.298  -0.418
C 0.992 -0.059 -3.605  0.295
H -0.300 -3.616 -5.768  0.355
H 0.313 1.063 -0.160  0.348
H -1.212 -4.751 -7.759  0.331
H 8.347 0.699 0.590  0.323
C 2.026 -0.908 -4.200  0.297
N 1.916 -0.831 5.611  -0.697
H 3.949 -1.403 -1.338  0.380
H -6.281 -3.865 0.408  0.337
C -1.712 6.184 2.931  0.228
H -7.227 -2.219 -1.180  0.314
H 5.305 2.962 0.765  0.275
H 3.487 -2.355 -3.582  0.373
N -1.395 5.817 1.894  -0.443
H -4.312 -3.318 1.808  0.350
C -5.746 -0.781 -0.904  0.325
C 6.783 1.855 -0.376  -0.361
N 0.186 0.589 -3.114  -0.446
H 1.522 -0.697 0.630  -0.012
C -0.790 4.783 5.412  -1.117
H -2.697 0.086 2.148  0.055
C 1.083 -1.128 4.606  0.741
C -2.088 6.650 4.265  -0.385
H -1.318 6.685 6.268  0.312
C 5.919 2.068 0.873  -0.444
H 2.703 -0.186 -1.553  0.071
N -0.145 -1.961 6.354  -0.747
H 0.033 -1.592 0.275  0.497
H -0.172 1.147 1.506  0.511
H -0.433 4.361 4.472  0.318
H 0.114 -5.685 -7.090  0.302
N 2.798 -3.544 -6.213  -0.499
S 1.211 -1.370 6.962  0.155
H 0.337 -3.809 -9.504  0.297
H -1.992 -2.656 4.351  0.437
H 8.299 0.530 -1.166  0.329
C -3.822 3.041 1.567  -1.391
H -0.044 4.564 6.176  0.342
H -4.094 3.043 0.516  0.345
H 6.547 2.199 1.756  0.312
H -3.836 -3.336 0.108  0.335
C -5.922 -2.835 0.446  -0.578
C -0.841 -1.852 2.762  -0.748
C 2.749 -1.705 -3.110  -0.390
H 2.730 -0.276 -4.744  0.349
C -4.451 -2.820 0.849  -0.601
H 0.259 -5.570 -9.572  0.334
C -0.253 0.542 0.606  -0.636
H -3.042 6.193 4.533  0.286
H 4.157 -0.144 -2.559  0.348
H -3.716 0.689 0.879  0.011
C 3.427 -0.805 -2.084  -0.992
H -1.713 4.268 5.686  0.301
C 1.673 -3.543 -6.428  0.326
C 0.572 -4.725 -8.960  -1.137
H -2.438 2.204 2.909  0.218
C -0.131 -4.756 -7.608  -0.555
C 5.033 0.928 1.102  0.225
H -3.643 4.067 1.887  0.316
C 0.344 -1.174 2.335  0.146
H -1.561 -2.117 2.002  0.496

Computed properties:
highest occupied orbital energy: -8.38 eV
Kohn-Sham gap: 8.426 eV
lowest unoccupied orbital energy: 0.04 eV
energy: -2031.37319 Ha
2S+1: 1


No. 2
Computed, not measured: a structure of composition C32H51NO14P3Re, with ωB97M-V with the def2-TZVPD basis set.

Each line ends with the Mulliken charge.
Atoms and positions in Å:
C 1.711 -4.003 3.570  -0.948
H 4.279 2.703 3.399  0.507
H -4.379 -1.350 4.148  0.400
C 4.531 -0.516 2.378  -1.384
C 2.213 0.165 2.452  -0.161
C -0.878 3.131 -1.955  0.003
H 2.852 -4.731 1.929  0.472
C 3.189 -0.802 2.222  -0.108
O -3.518 -2.236 2.542  -0.088
H -4.082 2.856 3.123  0.278
C 3.079 3.411 -0.312  -0.530
H -4.205 -4.851 1.583  0.223
C -3.963 0.146 -1.170  0.203
C -2.346 -0.683 4.132  -0.896
N 7.464 1.273 3.061  -0.506
H -3.907 -3.739 4.642  0.352
C 0.755 -0.073 2.161  -0.035
H -0.882 -3.289 2.607  -0.619
H 2.241 -5.574 -1.057  0.257
H 1.878 2.181 3.102  0.399
O -1.358 2.884 -0.608  -0.300
H 1.535 -3.810 -3.510  0.538
H -1.566 3.647 1.573  0.290
O 5.441 3.555 -0.926  -0.496
H -3.221 -2.660 5.867  0.474
H -1.345 -1.062 3.895  0.027
O 2.779 4.543 -0.042  -0.594
H -0.347 4.847 -3.120  0.413
H -5.481 -3.625 1.540  0.313
H -4.408 0.333 -2.141  0.509
H -2.734 -5.186 -0.552  0.072
O -0.210 -4.382 -0.606  -0.145
H -2.529 0.188 3.501  -0.007
O 0.155 -1.911 -0.218  -0.208
H 1.050 -6.227 0.986  0.156
H -1.634 2.797 -2.663  0.278
H 2.190 -4.700 4.263  0.507
H -5.810 -0.291 -0.186  0.435
O -1.873 -0.836 1.139  0.268
H -2.160 -3.384 4.646  0.118
H 1.775 -6.199 -2.650  0.528
C 1.156 -3.507 -2.533  -1.407
H -5.644 -5.100 0.577  0.547
C 2.625 1.421 2.890  -0.288
C 1.805 -4.568 2.168  0.374
H -5.036 -3.211 -0.857  0.359
C -0.606 4.606 -2.086  -1.333
H -4.214 -5.416 -1.506  0.552
C 2.270 2.196 -0.261  -0.271
C -3.158 -2.965 4.821  -1.306
P 0.075 -3.257 0.423  -1.454
H -3.052 -4.156 -1.960  0.288
C 4.930 0.756 2.791  0.555
C -3.517 -4.673 -1.117  -1.053
H -3.333 4.466 3.069  0.413
Re 0.326 0.176 0.060  2.576
H 2.890 -1.778 1.868  0.866
C -4.938 -4.352 0.940  -1.351
C 1.390 -5.864 -1.684  -1.504
O -3.373 -2.567 0.098  -0.467
H -4.512 0.228 0.915  -0.058
H 0.124 0.628 2.700  0.677
H -1.628 2.597 2.997  0.270
C -3.397 -1.759 3.935  0.449
H 0.025 -5.800 2.378  0.175
H 5.287 -1.265 2.175  0.505
H 0.469 -2.673 -2.671  0.206
C -1.282 -3.427 1.599  1.012
H 1.561 -6.634 2.627  0.524
P -2.530 -2.151 1.344  -0.659
H -4.079 3.784 1.610  0.326
C -2.176 2.938 2.120  0.020
H 0.218 4.906 -1.431  0.294
H 0.864 -6.699 -1.220  0.342
O -2.431 1.761 1.292  0.042
H -3.591 -0.869 -1.149  -0.188
P -1.725 1.435 -0.078  -0.544
H 0.670 -3.881 3.889  0.002
C 4.304 1.395 -1.088  -0.062
O -2.843 1.063 -1.118  -0.077
H 1.997 -3.163 -1.924  0.337
C 1.056 -5.879 2.020  -1.182
O 5.133 0.656 -1.532  -0.568
C -4.275 -3.693 -0.254  0.388
O 1.400 -3.532 1.190  0.224
H -5.338 1.420 -0.105  0.337
C 2.910 1.098 -0.689  1.980
C 3.970 1.720 3.065  -0.805
H -0.365 -5.009 -2.533  0.310
H 2.219 -3.041 3.647  0.173
C 4.454 2.907 -0.806  0.483
H 0.035 2.555 -2.121  0.099
C -4.967 0.394 -0.065  -0.731
C -3.501 3.545 2.507  -1.403
H 0.449 -1.102 2.353  -0.517
C 6.339 1.056 2.939  -0.245
H -1.497 5.174 -1.808  0.319
O 1.004 2.026 0.116  0.300
H -2.360 -0.378 5.180  0.556
O 2.243 -0.031 -0.703  -0.912
H -1.703 -4.428 1.497  0.743
C 0.460 -4.695 -1.902  0.768

Computed properties:
highest occupied orbital energy (spin up / spin down): -10.59 / -10.68 eV
ΔE to the lowest compared entry with this formula, charge and spin: 0.9485 eV
Kohn-Sham gap (spin up / spin down): 6.977 / 7.300 eV
lowest unoccupied orbital energy (spin up / spin down): -3.61 / -3.38 eV
energy: -3460.40820 Ha
2S+1: 2
charge: +1


No. 3
Computed, not measured: a structure of composition C32H52AlF6O20P, with ωB97M-V with the def2-TZVPD basis set.

Each line ends with the Mulliken charge.
Atoms and positions in Å:
O -37.791 3.337 -1.909  -0.422
C -27.559 4.976 -2.059  0.552
H -32.953 8.886 -5.879  0.411
H -29.466 4.567 -4.850  0.296
C -34.774 8.829 -6.734  -0.512
O -36.442 2.718 -8.187  -0.345
C -34.103 7.110 -5.384  0.889
H -35.608 -1.818 -5.443  0.383
O -36.852 6.289 -0.950  -0.501
H -32.858 7.759 -6.995  0.357
H -34.089 4.857 1.953  0.116
C -35.888 1.712 -4.780  0.020
H -35.111 9.511 -5.954  0.288
H -34.646 0.255 1.806  0.254
C -36.592 6.591 0.239  0.517
O -36.302 5.735 1.153  -0.213
O -27.875 4.292 -0.990  -0.364
H -39.327 -0.173 -0.368  0.257
C -34.529 -0.109 -4.541  1.339
H -31.557 2.953 -6.632  0.220
C -31.006 3.840 -6.320  -1.264
H -33.843 0.001 -3.702  -0.567
C -29.837 3.646 -5.298  0.658
F -34.366 4.259 -4.499  -0.333
F -34.871 5.661 -2.826  -0.545
F -32.722 5.325 -3.414  -0.616
H -32.925 2.193 0.656  -0.171
H -30.335 2.814 -3.366  -0.379
Al -37.416 5.459 -3.980  0.981
H -31.870 -0.532 0.875  0.277
O -35.454 6.870 -5.798  -0.004
H -35.742 7.059 -7.780  0.145
C -35.844 7.812 2.046  -0.465
F -33.525 4.489 -1.271  -0.367
O -36.442 7.897 0.729  -0.366
C -33.978 -0.325 1.170  -0.634
F -35.232 3.398 -2.622  -0.334
O -28.618 5.514 -2.735  -0.411
H -29.457 3.119 -1.209  0.380
C -35.753 7.700 -6.898  -0.384
P -33.914 4.362 -2.897  1.846
O -35.651 0.579 -4.038  -0.300
C -37.869 1.092 0.594  1.155
H -33.868 7.444 -4.373  0.268
H -33.213 2.488 -10.584  0.449
H -33.562 6.167 -5.474  -0.688
H -34.582 1.449 -1.194  -0.267
H -30.499 5.908 -1.837  0.386
C -33.800 0.758 -0.880  0.855
O -37.568 2.360 0.074  -0.021
C -37.896 2.327 -1.204  0.380
O -36.493 4.285 -6.534  -0.367
O -38.206 1.107 -1.614  -0.309
O -26.376 5.193 -2.433  -0.617
H -33.072 1.012 -5.664  -0.174
O -26.856 1.755 -5.382  -0.636
H -30.468 4.542 -2.865  -1.465
H -34.082 5.608 3.561  0.452
C -30.089 2.454 -4.364  1.092
C -38.737 1.249 1.822  -1.551
H -36.331 5.914 3.087  0.356
H -31.757 4.464 -5.834  0.069
O -28.607 3.089 -5.893  -0.504
H -28.813 4.380 1.240  0.368
C -34.295 5.773 2.505  -1.313
H -35.042 4.367 -10.383  0.274
H -34.823 8.152 1.872  0.325
H -39.284 0.339 2.068  0.400
H -30.934 1.852 -4.699  -0.183
C -34.787 -1.637 -4.749  -1.727
C -32.592 0.215 1.203  -0.629
C -34.109 0.693 -5.774  0.017
H -36.570 2.896 -10.274  0.293
C -29.864 5.071 -2.128  1.241
C -36.008 3.845 -7.587  0.515
H -36.918 0.644 0.883  -0.472
F -32.945 2.981 -3.093  -0.391
C -29.605 4.513 0.503  -1.321
C -34.821 3.717 -9.536  0.536
O -36.819 2.498 -4.504  -0.561
O -35.001 4.357 -8.246  -0.284
H -32.373 0.543 2.219  0.342
C -27.960 2.280 -5.129  0.593
H -30.708 4.338 -7.243  0.541
H -39.561 1.850 1.438  0.409
H -33.156 0.405 -1.686  -0.263
C -33.455 3.110 -9.722  -1.499
C -38.324 0.229 -0.514  -0.335
H -36.421 8.207 2.882  0.319
H -35.337 1.770 -9.650  0.352
H -33.490 6.434 2.184  0.409
C -35.868 2.703 -9.463  -0.634
H -35.045 -2.059 -3.778  0.404
H -33.882 -2.239 -4.839  0.404
H -30.599 4.103 0.685  0.207
C -33.614 8.130 -6.303  -0.781
H -29.716 5.588 0.363  0.410
H -37.670 -0.640 -0.577  0.263
H -31.755 1.430 -0.320  -0.002
H -33.925 -1.322 1.609  0.432
C -29.283 4.166 -0.958  0.564
O -34.496 -0.266 -0.168  -0.486
O -28.837 1.777 -4.381  -0.390
H -32.747 3.935 -9.640  0.347
O -35.003 1.805 -5.748  0.556
C -35.738 6.319 2.268  0.382
H -34.223 0.216 -6.747  0.299
H -33.142 2.404 -8.954  0.283
H -34.636 9.295 -7.710  0.355
C -32.723 1.251 0.147  0.185
H -38.301 1.702 2.712  0.303
H -36.755 8.125 -6.943  0.394

Computed properties:
highest occupied orbital energy (spin up / spin down): -11.35 / -11.35 eV
ΔE to the lowest compared entry with this formula, charge and spin: 3.1254 eV
Kohn-Sham gap (spin up / spin down): 8.748 / 3.029 eV
lowest unoccupied orbital energy (spin up / spin down): -2.60 / -8.32 eV
energy: -3938.08390 Ha
2S+1: 2
charge: +1


No. 4
Computed, not measured: a structure of composition C32H52AsMnN4SSi2, with ωB97M-V with the def2-TZVPD basis set.

Each line ends with the Mulliken charge.
Atoms and positions in Å:
H 3.407 -3.153 -4.622  0.350
H 0.946 4.478 2.846  0.376
C 1.265 -2.870 -3.133  0.539
H 0.989 5.301 -0.451  0.243
H 0.152 -3.159 -1.253  0.167
C 0.206 3.881 2.301  -0.886
H 5.533 1.435 0.371  0.429
C 4.762 -0.531 -0.124  1.224
H -0.871 0.493 4.759  0.443
S -2.171 -1.524 -1.640  -0.259
C -2.284 4.546 -0.225  -1.151
H -3.628 -0.150 2.373  0.464
H -7.371 -2.380 0.021  0.377
C -1.142 4.052 -2.953  -1.070
H -6.150 0.471 1.339  0.220
N -4.504 -0.742 -0.586  0.063
H 0.321 -2.156 4.800  0.402
H -0.574 -1.978 -3.901  0.365
H 6.637 -1.603 0.134  0.309
C 2.433 2.087 1.438  -0.474
C -1.539 0.573 3.897  -1.716
C 0.430 -1.675 -3.603  -1.068
H 2.899 1.581 0.591  -0.441
H 0.326 -0.921 -2.825  -0.046
H -1.087 1.252 3.171  0.008
H 0.922 -1.181 -4.444  0.436
C 1.764 4.581 -0.167  -1.146
Mn -0.280 -0.619 -0.398  0.380
C 5.754 -1.338 0.721  -1.591
C -5.762 -0.949 -0.206  0.985
As -0.163 1.756 -0.604  0.244
H 2.046 1.315 2.115  0.239
C 4.307 -1.307 -1.354  0.621
H -3.880 1.935 -0.998  -0.007
H -0.236 -4.300 -2.511  0.405
N 1.963 -1.510 -0.585  1.228
H 5.311 -2.265 1.090  0.336
H 3.899 -0.320 0.499  -0.202
H -1.864 -1.830 5.179  0.382
H 2.230 4.218 -1.087  0.277
H -2.490 1.005 4.229  0.443
H 6.293 -1.225 -2.152  0.297
H 2.512 -2.803 3.350  0.465
C 2.663 -2.404 -2.770  0.713
H -0.233 4.617 -2.718  0.262
H -2.585 -2.729 3.835  0.383
C -0.428 -1.377 2.851  -0.816
H 1.300 -4.438 -1.630  0.335
H 3.198 2.669 1.967  0.512
C -6.347 -2.204 -0.282  -0.826
H -0.883 3.314 -3.719  0.276
H 4.741 1.362 -1.209  0.374
H -2.941 -1.590 1.605  0.457
H 1.389 -3.518 -4.004  0.504
N 0.099 -1.317 1.616  0.909
H -3.106 1.370 -2.463  0.176
C 5.276 -1.561 -2.324  -0.353
H -0.635 4.528 2.046  0.242
C -1.772 -0.801 3.249  3.472
H -7.576 0.069 0.367  0.413
H -2.623 4.134 0.730  0.274
C 5.384 0.815 -0.516  -1.763
C 0.478 -1.987 3.745  -0.841
C -6.501 0.245 0.329  -1.196
H 6.082 -0.752 1.584  0.438
H -5.925 -4.233 -0.852  0.393
C -3.341 2.272 -1.889  -0.693
C 3.666 -2.631 -3.707  -0.822
C 2.203 -2.014 0.582  -0.274
Si -1.785 3.182 -1.418  0.331
H -6.291 1.116 -0.292  0.240
C -2.449 -1.732 4.262  -2.034
H -3.107 5.122 -0.665  0.425
H -0.162 3.098 2.969  0.208
H -1.457 5.234 -0.026  0.275
C -3.795 -1.787 -1.046  -0.278
C 1.349 -1.893 1.703  -0.014
Si 1.031 3.138 0.789  0.103
C 0.585 -3.735 -2.065  -1.597
H 6.358 0.675 -0.995  0.448
H -2.263 0.008 1.284  -0.277
C 4.973 -2.221 -3.498  -1.480
H -3.433 -1.334 4.530  0.442
H 5.737 -2.408 -4.242  0.367
H -4.000 2.914 -2.486  0.441
C -5.543 -3.219 -0.767  -0.309
H -1.886 4.742 -3.369  0.315
H 2.518 5.110 0.427  0.397
C 2.981 -1.740 -1.571  -0.755
N -4.285 -3.039 -1.149  -0.550
C -2.696 -0.627 2.054  -1.661
H 3.122 -2.583 0.741  0.458
C 1.606 -2.324 3.005  -1.704

Computed properties:
highest occupied orbital energy (spin up / spin down): -3.93 / -4.21 eV
Kohn-Sham gap (spin up / spin down): 6.600 / 6.879 eV
lowest unoccupied orbital energy (spin up / spin down): 2.67 / 2.67 eV
energy: -5833.75480 Ha
2S+1: 6
charge: -1